No. 1
# C14H31O6OsP2

A molecular structure, C14H31O6OsP2 (the ωB97M-V functional and the def2-TZVPD basis, the Open Molecules 2025 dataset).

## Properties
LUMO level (alpha / beta), eV: -13.00 / -13.00
Highest occupied orbital energy (alpha / beta), eV: -17.931 / -17.933
2S+1: 1
Charge: +3
Gap between HOMO and LUMO (alpha / beta), eV: 4.93 / 4.93

Atoms and positions in Å:
1 Os -0.091205 0.080997 -0.305651
2 O -1.776936 -2.724106 -3.251937
3 C -1.689353 -2.085269 -2.133379
4 O -0.712679 -1.378271 -1.846087
5 C -2.891212 -2.425467 -1.269802
6 O -3.115153 -1.528385 -0.169592
7 C -4.204786 -0.769454 -0.216285
8 C -3.086496 1.068351 -0.537589
9 O -3.992857 1.782622 -0.677629
10 O -1.862156 0.943593 -0.601544
11 H -1.005696 -2.602199 -3.837424
12 H -2.717611 -3.413606 -0.838132
13 H -3.782396 -2.480713 -1.895987
14 H -4.553555 -0.465184 0.765953
15 H -4.950751 -0.986161 -0.977695
16 C -1.589744 1.179095 2.553499
17 P -0.103812 0.314111 1.981820
18 C -0.109718 -1.189492 2.982302
19 C 1.285124 1.346798 2.544878
20 C 1.208614 2.634613 1.732543
21 P 0.846387 2.230281 -0.018801
22 C -0.245032 3.535288 -0.619686
23 C 2.392886 2.448448 -0.920521
24 H -1.766561 2.104515 2.006087
25 H -1.475582 1.420203 3.612609
26 H -2.457857 0.526706 2.465471
27 H -0.154725 -0.869744 4.027207
28 H 0.780536 -1.795815 2.855319
29 H -0.994081 -1.791421 2.771629
30 H 2.220632 0.811791 2.370568
31 H 1.208965 1.528219 3.618641
32 H 2.124514 3.224144 1.785601
33 H 0.401170 3.272889 2.097925
34 H 0.280650 4.484316 -0.485361
35 H -1.170824 3.571174 -0.047029
36 H -0.468322 3.409924 -1.678976
37 H 2.793248 3.420669 -0.623757
38 H 2.209057 2.465746 -1.992295
39 H 3.120604 1.677016 -0.675073
40 C 1.513752 -3.018242 0.488321
41 C 2.316729 -1.742787 0.490227
42 O 1.786849 -0.748987 -0.477067
43 C 2.233252 -1.148962 -1.856626
44 C 1.939009 -0.109131 -2.909378
45 H 1.882813 -3.668454 1.284053
46 H 1.618754 -3.570011 -0.444244
47 H 0.453800 -2.838463 0.680566
48 H 3.348511 -1.923534 0.195603
49 H 2.336424 -1.227025 1.446368
50 H 1.762007 -2.105085 -2.064325
51 H 3.306250 -1.292520 -1.751232
52 H 0.973651 0.389672 -2.789024
53 H 1.904420 -0.614494 -3.875491
54 H 2.720501 0.641790 -2.969579

Atoms 1-2, force components in eV/Å:
0.409 0.747 0.105
-0.180 -0.093 -0.077

List of natural (NBO) charges in e, atom by atom: 0.5203 -0.5772 0.8350 -0.6909 -0.2021 -0.3633 0.1810 0.8694 -0.3760 -0.5552 0.5441 0.2923 0.2612 0.2562 0.2470 -0.9821 1.2759 -0.9759 -0.7435 -0.7474 1.2505 -0.9674 -0.9686 0.2503 0.2881 0.2483 0.2844 0.2644 0.2622 0.2570 0.2863 0.2921 0.2650 0.2867 0.2556 0.2725 0.2845 0.2700 0.2667 -0.6619 -0.0578 -0.5480 -0.0734 -0.6478 0.2748 0.2373 0.1956 0.2298 0.1975 0.1985 0.2293 0.1955 0.2682 0.2451



No. 2
# C14H32BClF2N3O5P2S

3 unconnected molecules or ions with the total composition C14H32BClF2N3O5P2S (the ωB97M-V functional and the def2-TZVPD basis, the Open Molecules 2025 dataset).

## Properties
LUMO level, eV: 2.33
Highest occupied orbital energy, eV: -5.150
2S+1: 1
Charge: -1
Gap between HOMO and LUMO, eV: 7.48

Atoms and positions in Å:
1 C 3.361516 1.795245 -1.254183
2 B 2.540901 0.436962 -0.710753
3 O 2.475187 0.182703 0.759173
4 P 1.635108 -0.787340 -1.942515
5 F 0.907889 -2.045817 -2.981973
6 F 0.088046 -0.583693 -1.140318
7 Cl 2.058186 -2.324470 -0.545108
8 O 1.380988 0.417881 -3.130827
9 C 0.295378 1.348372 -2.938370
10 C -1.163562 0.869740 -3.612224
11 N -2.254521 0.679401 -2.569934
12 C -3.537295 0.149971 -3.197453
13 C -3.569130 -1.496472 -3.273024
14 C -3.331122 -2.224053 -1.793862
15 O -2.633552 -2.075565 -4.251284
16 P 3.613900 -1.223681 -2.854832
17 O 3.554104 -2.818729 -3.575548
18 O 3.907092 0.071917 -3.981553
19 S 4.919560 -1.335103 -1.394311
20 H 2.678600 2.467721 -1.966027
21 H 4.354829 1.500541 -1.843767
22 H 3.664391 2.489766 -0.338521
23 H 1.471802 0.158094 0.945589
24 H 0.165162 1.825447 -1.873037
25 H 0.574175 2.294713 -3.621066
26 H -1.568104 1.717992 -4.347707
27 H -0.967181 -0.067692 -4.284233
28 H -2.455609 1.607393 -2.089433
29 H -4.423505 0.461591 -2.462735
30 H -3.804974 0.667038 -4.230989
31 H -4.661617 -1.795719 -3.648163
32 H -2.804021 -3.270917 -2.006695
33 H -4.409209 -2.368007 -1.337942
34 H -2.678496 -1.584155 -1.061703
35 H -2.644207 -1.519571 -5.105399
36 H 3.923504 -3.446302 -2.865109
37 H 4.414586 -0.247957 -4.785994
38 C -2.719365 0.516394 2.583134
39 C -1.366646 0.679621 1.897371
40 C -1.029874 2.139092 1.585474
41 C -2.078034 2.719198 0.649919
42 N -2.947676 3.200472 -0.126160
43 H -3.540060 0.858351 1.944694
44 H -2.904445 -0.537865 2.812222
45 H -2.753945 1.080860 3.521960
46 H -1.365157 0.091368 0.971541
47 H -0.587361 0.262836 2.544853
48 H -0.046570 2.203916 1.107945
49 H -1.000266 2.732338 2.505821
50 C 0.918360 0.195232 6.880154
51 C 2.021942 -0.692406 6.313613
52 C 2.057766 -0.694201 4.784082
53 C 0.738914 -1.218927 4.240281
54 N -0.355277 -1.654163 3.789157
55 H -0.074911 -0.154496 6.581518
56 H 0.949181 0.188099 7.974319
57 H 1.035779 1.231170 6.542133
58 H 1.879440 -1.715128 6.683663
59 H 2.988523 -0.344178 6.693987
60 H 2.872886 -1.332983 4.428188
61 H 2.227997 0.318155 4.401964

Atoms 1-2, force components in eV/Å:
0.346 0.898 0.118
1.372 1.098 2.115

List of natural (NBO) charges in e, atom by atom: -1.0983 0.8284 -0.9936 1.3561 -0.6079 -0.6213 -0.3716 -0.8183 -0.0648 -0.2450 -0.6520 -0.2542 0.1117 -0.6527 -0.7350 1.4313 -0.9884 -0.9669 -0.6233 0.2379 0.2736 0.2094 0.4916 0.1800 0.1700 0.1430 0.2311 0.3747 0.2036 0.1608 0.1401 0.2389 0.1933 0.2516 0.4621 0.5138 0.4926 -0.6116 -0.4089 -0.5060 0.3237 -0.3938 0.2103 0.2296 0.1891 0.2443 0.2245 0.2567 0.2347 -0.6135 -0.3837 -0.5034 0.2988 -0.3534 0.2193 0.2104 0.2021 0.2075 0.2074 0.2633 0.2503



No. 3
# C14H32BrN4O6PTa

A molecular structure, C14H32BrN4O6PTa (the ωB97M-V functional and the def2-TZVPD basis, the Open Molecules 2025 dataset).

## Properties
LUMO level, eV: 2.13
Highest occupied orbital energy, eV: -5.511
2S+1: 1
Charge: -1
Gap between HOMO and LUMO, eV: 7.64

Atoms and positions in Å:
1 C -0.137345 -5.971899 1.790458
2 C -0.917634 -4.590884 1.260264
3 O -0.603191 -4.466344 -0.171467
4 P -1.276438 -2.978247 -0.843020
5 O -2.086786 -2.291567 0.328338
6 C 0.180243 -1.868393 -1.505315
7 C 1.037382 -1.192663 -0.237821
8 Ta 0.421881 1.012906 0.162902
9 N -1.581655 0.563918 -0.715442
10 N -0.323708 3.060027 0.615607
11 C 2.480830 1.598098 1.044093
12 C 2.400102 2.696647 2.295632
13 C 2.878070 4.207556 1.877518
14 N 1.954111 5.240070 1.221107
15 O 4.140945 4.609760 2.157144
16 C -0.453816 0.348124 2.201693
17 C 0.651128 -0.016217 3.355126
18 O 0.535561 0.646764 4.538737
19 Br 2.154076 -1.325927 3.211036
20 N 1.057016 1.577999 -1.855946
21 C 2.303057 0.853318 -2.312218
22 C 1.181561 3.074400 -2.041401
23 C -0.080491 4.074619 -2.464693
24 O 2.395093 3.666951 -1.904095
25 O -2.305742 -3.398849 -2.183141
26 C -3.735399 -3.339822 -1.832294
27 C -4.297498 -1.798749 -2.012378
28 H -0.161448 -6.789581 0.950333
29 H -0.642528 -6.427133 2.756097
30 H 0.978688 -5.615516 2.017865
31 H -2.073214 -4.682771 1.464301
32 H -0.469515 -3.719709 1.911852
33 H 0.949463 -2.581548 -2.049801
34 H -0.179354 -1.065920 -2.284310
35 H 0.675155 -1.809388 0.718194
36 H 2.200654 -1.324649 -0.426273
37 H -1.516990 0.591174 -1.771878
38 H -2.239759 1.347325 -0.421591
39 H -1.157091 3.265215 0.011855
40 H -0.575871 3.126024 1.642757
41 H 3.176279 0.673604 1.313694
42 H 3.066009 2.176068 0.179148
43 H 1.277069 2.652812 2.690517
44 H 3.055411 2.205708 3.164206
45 H 1.657230 4.884650 0.286031
46 H 1.059105 5.260219 1.796726
47 H -1.149667 -0.589283 2.070646
48 H -1.136337 1.229262 2.602704
49 H 2.697899 1.439292 -3.274553
50 H 3.190480 0.855000 -1.549881
51 H 2.140795 -0.252977 -2.656614
52 H 0.035277 5.030585 -1.781164
53 H -1.135413 3.584717 -2.258042
54 H 0.012653 4.473299 -3.581683
55 H -3.986411 -3.728286 -0.757316
56 H -4.356921 -4.024137 -2.584647
57 H -3.976500 -1.329292 -3.042030
58 H -3.910089 -1.068843 -1.168355
59 H -5.476414 -1.777515 -1.949211

Atoms 1-2, force components in eV/Å:
0.100 0.815 -0.414
0.273 -1.347 1.874

List of natural (NBO) charges in e, atom by atom: -0.6509 -0.0684 -0.8134 2.2315 -1.0906 -0.7506 -0.9814 2.4548 -1.2690 -1.2931 -1.0086 -0.5152 0.7008 -0.8972 -0.5776 -1.0309 0.4814 -0.6012 -0.0089 -0.8706 -0.4327 0.7057 -0.7146 -0.6549 -0.8012 -0.0804 -0.6669 0.2162 0.2111 0.2158 0.1904 0.2006 0.2394 0.2589 0.2514 0.2392 0.3690 0.3660 0.3737 0.3804 0.2424 0.2615 0.2162 0.2465 0.4052 0.3668 0.3059 0.2562 0.2074 0.2082 0.2040 0.2445 0.2239 0.2421 0.2050 0.1827 0.2092 0.2647 0.1998